No. 1
Density functional theory data (ωB97M-V/def2-TZVPD) for one molecule with the formula CH3FN2O in a non-equilibrium geometry.

Positions of all 8 atoms, in Å:
N1 0.0684 -0.7370 -0.1756
C1 -0.6495 -0.2299 0.9211
O1 -1.1172 -0.9136 1.8102
N2 -0.8310 1.2221 0.9308
F1 -1.6237 1.6796 1.9785
H1 -0.1502 -0.1925 -0.9592
H2 0.0496 -1.7642 -0.1798
H3 0.0518 1.6426 0.7325

Values from the calculation:
- Strongest force on any atom: 3.4 eV/Å
- Relative energy (zero: lowest compared OMol25 entry of this formula, charge and spin): 32.4 kcal per mole
- HOMO level: -10.36 eV
- SMILES string: NC(=O)NF

Atom charges from the Löwdin analysis, given in e for atoms 1 to 4: N 0.143; C -0.539; O 0.065; N 0.050

***

No. 2
Density functional theory data (ωB97M-V/def2-TZVPD) for CH3FN2O as an isolated structure in a non-equilibrium geometry.

Positions of all 8 atoms, in Å:
C1 -0.1226 -0.1872 0.0853
N1 1.1493 -0.6769 0.0951
N2 -0.6455 1.0198 0.0510
O1 -1.2990 -1.5644 0.0548
F1 -1.9074 1.1809 0.0391
H1 1.8536 -0.0702 -0.2010
H2 1.1976 -1.6520 -0.0004
H3 -0.2260 1.9500 -0.1239

Values from the calculation:
- Strongest force on any atom: 7.8 eV/Å
- Relative energy (zero: lowest compared OMol25 entry of this formula, charge and spin): 136.0 kcal per mole
- HOMO level: -8.57 eV

Atom charges from the Löwdin analysis, given in e for atoms 1 to 4: C -0.216; N 0.154; N -0.012; O -0.349

***

No. 3
Density functional theory data (ωB97M-V/def2-TZVPD) for a 2-piece molecular cluster, CH3FN2O2 overall in a non-equilibrium geometry.

Positions of all 9 atoms, in Å:
C1 0.3227 0.4763 -0.2602
N1 -0.6984 0.2003 0.5332
N2 1.1391 -1.7569 -0.5151
O1 1.0486 1.1427 -0.8663
O2 2.2319 -1.6692 -1.2327
F1 0.0483 -2.4562 -1.4147
H1 -0.6881 -0.7439 0.6114
H2 -1.1058 0.9772 1.0152
H3 2.1118 -0.9567 -1.9128

Values from the calculation:
- Strongest force on any atom: 5.0 eV/Å
- Relative energy (zero: lowest compared OMol25 entry of this formula, charge and spin): 60.4 kcal per mole
- HOMO level (alpha / beta): -7.86 / -8.37 eV

Atom charges from the Löwdin analysis, given in e for atoms 1 to 4: C -0.268; N 0.220; N -0.087; O 0.179

***

No. 4
Density functional theory data (ωB97M-V/def2-TZVPD) for a 2-piece molecular cluster, CH3FN2O2 overall in a non-equilibrium geometry.

Positions of all 9 atoms, in Å:
C1 0.1524 0.0435 0.5010
N1 2.4216 -0.4310 -0.9204
N2 2.7590 0.5249 -0.0702
O1 2.8709 1.6269 -0.5621
O2 3.0848 0.2836 1.0752
F1 2.7487 -1.6628 -0.4492
H1 -0.1191 -0.9584 0.6084
H2 0.8079 0.5199 1.1729
H3 -0.2537 0.4951 -0.3536

Values from the calculation:
- Strongest force on any atom: 4.8 eV/Å
- Relative energy (zero: lowest compared OMol25 entry of this formula, charge and spin): 144.1 kcal per mole
- HOMO level (alpha / beta): -9.86 / -11.41 eV

Atom charges from the Löwdin analysis, given in e for atoms 1 to 4: C 0.214; N 0.169; N -0.550; O 0.091

***

No. 5
Density functional theory data (ωB97M-V/def2-TZVPD) for one molecule with the formula CH3FN2OS in a non-equilibrium geometry.

Positions of all 9 atoms, in Å:
O1 -1.1022 1.4204 0.1279
N1 -1.2576 0.2698 -0.0728
S1 -2.6865 -0.4296 0.0128
N2 -0.1709 -0.5311 -0.3045
C1 1.1359 0.1222 0.0121
F1 1.2652 0.2154 1.3761
H1 -0.2892 -1.5721 -0.1166
H2 1.2915 1.0140 -0.5229
H3 1.8139 -0.5090 -0.5121

Values from the calculation:
- Strongest force on any atom: 3.2 eV/Å
- Relative energy (zero: lowest compared OMol25 entry of this formula, charge and spin): 60.4 kcal per mole
- HOMO level: -9.22 eV
- SMILES string: [O-][N+](=S)NCF

Atom charges from the Löwdin analysis, given in e for atoms 1 to 4: O -0.014; N -0.864; S 0.681; N 0.001

***

No. 6
Density functional theory data (ωB97M-V/def2-TZVPD) for one molecule with the formula CH3FN2OS in a non-equilibrium geometry.

Positions of all 9 atoms, in Å:
O1 0.0130 0.3162 -1.8545
N1 -0.0359 -0.7162 -1.2380
S1 -0.1325 -2.2255 -1.6287
N2 0.1597 -0.5513 0.5038
C1 0.1826 0.8220 0.8258
F1 -1.0463 1.4227 0.9909
H1 -0.6075 -1.1526 0.9972
H2 0.5815 1.1851 -0.2419
H3 0.8854 0.8995 1.6455

Values from the calculation:
- Strongest force on any atom: 4.0 eV/Å
- Relative energy (zero: lowest compared OMol25 entry of this formula, charge and spin): 79.9 kcal per mole
- HOMO level: -9.81 eV
- SMILES string: [O-][N+](=S)NCF

Atom charges from the Löwdin analysis, given in e for atoms 1 to 4: O -0.032; N -0.763; S 0.737; N 0.007

***

No. 7
Density functional theory data (ωB97M-V/def2-TZVPD) for one molecule with the formula CH3FN2P2 in a non-equilibrium geometry.

Positions of all 9 atoms, in Å:
C1 -1.7328 0.0677 -0.0250
N1 -0.3427 -0.1577 0.1830
P1 0.5401 -1.1454 -0.6470
N2 2.0055 -0.9752 0.0266
P2 3.0453 0.1990 0.4591
F1 2.2531 1.6111 0.2249
H1 -2.1748 -0.2723 0.9617
H2 -1.9101 -0.5147 -0.9491
H3 -1.6836 1.1877 -0.2341

Values from the calculation:
- Strongest force on any atom: 6.0 eV/Å
- Relative energy (zero: lowest compared OMol25 entry of this formula, charge and spin): 4.3 kcal per mole
- HOMO level: -8.86 eV
- SMILES string: C/N=P/N=P\F

Atom charges from the Löwdin analysis, given in e for atoms 1 to 4: C -0.267; N -0.427; P 0.670; N -0.635

***

No. 8
Density functional theory data (ωB97M-V/def2-TZVPD) for a 2-piece molecular cluster, CH3FNO2S overall in a non-equilibrium geometry.

Positions of all 9 atoms, in Å:
C1 0.1199 -0.2684 0.5316
N1 -0.8328 0.9209 -1.4529
O1 1.4555 1.7147 -2.4667
O2 0.2128 3.1265 -0.8542
F1 -0.5169 -1.4657 0.4378
S1 0.1492 2.1527 -1.9328
H1 1.0962 -0.0750 0.0569
H2 -0.1006 0.0746 1.4755
H3 -0.6692 0.1505 -2.1678

Values from the calculation:
- Strongest force on any atom: 2.4 eV/Å
- Relative energy (zero: lowest compared OMol25 entry of this formula, charge and spin): 88.0 kcal per mole
- Charge: -1
- HOMO level (alpha / beta): -3.37 / -3.17 eV

Atom charges from the Löwdin analysis, given in e for atoms 1 to 4: C -0.068; N -0.295; O -0.536; O -0.511

***

No. 9
Density functional theory data (ωB97M-V/def2-TZVPD) for a 2-piece molecular cluster, CH3FO2 overall in a non-equilibrium geometry.

Positions of all 7 atoms, in Å:
C1 -0.9451 0.3462 -0.0173
O1 0.3507 -1.4620 -0.0458
O2 -0.7900 -0.9231 0.0561
F1 2.0054 0.5073 0.0257
H1 -1.8554 0.8075 0.2136
H2 -0.3153 1.1813 -0.1768
H3 1.5497 -0.4572 -0.0555

Values from the calculation:
- Strongest force on any atom: 5.2 eV/Å
- Relative energy (zero: lowest compared OMol25 entry of this formula, charge and spin): 129.4 kcal per mole
- HOMO level (alpha / beta): -10.75 / -10.75 eV

Atom charges from the Löwdin analysis, given in e for atoms 1 to 4: C 0.132; O -0.117; O -0.061; F -0.240

***

No. 10
Density functional theory data (ωB97M-V/def2-TZVPD) for a 2-piece molecular cluster, CH3I2P overall in a non-equilibrium geometry.

Positions of all 7 atoms, in Å:
H1 -0.4447 -1.6312 -0.3341
P1 0.5942 -1.0080 -1.0724
C1 1.5895 -0.7486 0.4048
I1 3.1491 0.5957 0.5188
H2 1.4555 -1.2763 1.3405
I2 -2.9979 1.6106 0.2160
H3 -3.3456 2.4578 -1.0736

Values from the calculation:
- Strongest force on any atom: 3.8 eV/Å
- Relative energy (zero: lowest compared OMol25 entry of this formula, charge and spin): 73.1 kcal per mole
- HOMO level: -8.73 eV
- SMILES string: [H]/P=C/I.I

Atom charges from the Löwdin analysis, given in e for atoms 1 to 4: H -0.173; P 0.678; C -1.127; I 0.690

***

No. 11
Density functional theory data (ωB97M-V/def2-TZVPD) for one molecule with the formula CH3IN2O in a non-equilibrium geometry.

Positions of all 8 atoms, in Å:
H1 -0.5149 2.6696 -1.5864
N1 -0.6551 1.9927 -0.7740
N2 -0.0754 0.9187 -0.8634
O1 -0.2648 0.2106 0.3690
C1 0.4714 -1.0789 0.5073
I1 -0.8118 -2.3331 1.6524
H2 1.2681 -0.8163 1.1955
H3 0.5825 -1.5633 -0.5004

Values from the calculation:
- Strongest force on any atom: 2.6 eV/Å
- Relative energy (zero: lowest compared OMol25 entry of this formula, charge and spin): 50.6 kcal per mole
- HOMO level: -9.67 eV
- SMILES string: [H]/N=N/OCI

Atom charges from the Löwdin analysis, given in e for atoms 1 to 4: H 0.098; N 0.054; N -0.068; O -0.313

***

No. 12
Density functional theory data (ωB97M-V/def2-TZVPD) for a 2-piece molecular cluster, CH3INP overall in a non-equilibrium geometry.

Positions of all 7 atoms, in Å:
C1 -1.2756 -0.0157 -0.2345
N1 -0.7062 1.0323 0.1810
P1 0.2450 2.1722 0.5447
I1 2.7959 -0.4720 0.3060
H1 -0.7002 -0.8412 -0.6694
H2 -2.2656 -0.1865 0.1041
H3 1.9066 -1.6891 -0.2318

Values from the calculation:
- Strongest force on any atom: 1.0 eV/Å
- Relative energy (zero: lowest compared OMol25 entry of this formula, charge and spin): 30.4 kcal per mole
- HOMO level: -7.27 eV

Atom charges from the Löwdin analysis, given in e for atoms 1 to 4: C -0.162; N -0.639; P 0.657; I 0.389

***

No. 13
Density functional theory data (ωB97M-V/def2-TZVPD) for a 2-piece molecular cluster, CH3IO overall in a non-equilibrium geometry.

Positions of all 6 atoms, in Å:
C1 0.7735 -0.2878 0.0198
O1 -0.1610 1.4007 0.1036
I1 2.7939 0.1197 -0.0022
H1 0.5396 -0.8092 1.0484
H2 0.4686 -0.7585 -0.8799
H3 0.1308 1.8667 -0.5969

Values from the calculation:
- Strongest force on any atom: 7.7 eV/Å
- Relative energy (zero: lowest compared OMol25 entry of this formula, charge and spin): 47.1 kcal per mole
- HOMO level: -9.89 eV

Atom charges from the Löwdin analysis, given in e for atoms 1 to 4: C -0.561; O -0.196; I 0.792; H 0.062

***

No. 14
Density functional theory data (ωB97M-V/def2-TZVPD) for a 2-piece molecular cluster, CH3IO2 overall in a non-equilibrium geometry.

Positions of all 7 atoms, in Å:
O1 0.9593 0.9893 -0.5708
C1 0.9854 0.7093 0.5789
O2 0.7307 -0.4712 1.0854
H1 1.1413 1.4114 1.3595
H2 0.3577 -0.9643 0.3240
I1 -2.6785 -1.2060 -0.9517
H3 -1.4958 -0.4684 -1.8253

Values from the calculation:
- Strongest force on any atom: 1.6 eV/Å
- Relative energy (zero: lowest compared OMol25 entry of this formula, charge and spin): 3.1 kcal per mole
- HOMO level: -10.30 eV
- SMILES string: O=CO.I

Atom charges from the Löwdin analysis, given in e for atoms 1 to 4: O 0.071; C -0.445; O 0.082; H 0.128

***

No. 15
Density functional theory data (ωB97M-V/def2-TZVPD) for a 2-piece molecular cluster, CH3IOP2 overall in a non-equilibrium geometry.

Positions of all 8 atoms, in Å:
O1 4.4199 2.4955 -0.4408
P1 3.7605 1.3358 -1.0157
I1 4.6693 -0.5522 0.3879
C1 -0.3819 0.0292 -0.2959
P2 1.2753 0.0502 -0.0434
H1 -1.2217 0.4297 0.2776
H2 -0.7164 -0.1117 -1.3230
H3 1.3413 0.4220 1.4148

Values from the calculation:
- Strongest force on any atom: 2.2 eV/Å
- Relative energy (zero: lowest compared OMol25 entry of this formula, charge and spin): 28.7 kcal per mole
- HOMO level: -9.41 eV
- SMILES string: O=PI.C=P

Atom charges from the Löwdin analysis, given in e for atoms 1 to 4: O -0.596; P 0.347; I 0.167; C -0.430

***

No. 16
Density functional theory data (ωB97M-V/def2-TZVPD) for one molecule with the formula CH3IOP4S3 in a non-equilibrium geometry.

Positions of all 13 atoms, in Å:
C1 2.8431 0.7193 -1.0232
O1 1.4899 0.9781 -0.7744
P1 0.6235 0.2856 0.6210
P2 -1.2412 1.3811 0.0584
P3 -1.9061 -1.8068 -0.1249
P4 -2.3663 -1.2027 2.0045
S1 0.2076 -1.7289 -0.0118
S2 -2.2812 0.0016 -1.1822
S3 -2.1977 0.9304 1.9154
I1 -4.7662 -1.5620 1.8305
H1 2.9394 -0.0755 -1.7700
H2 3.3902 0.4357 -0.1241
H3 3.2651 1.6439 -1.4192

Values from the calculation:
- Strongest force on any atom: 3.2 eV/Å
- Relative energy (zero: lowest compared OMol25 entry of this formula, charge and spin): 9.1 kcal per mole
- HOMO level (alpha / beta): -5.78 / -9.12 eV
- Multiplicity: 3

Atom charges from the Löwdin analysis, given in e for atoms 1 to 4: C -0.209; O -0.591; P 0.418; P 0.079

***

No. 17
Density functional theory data (ωB97M-V/def2-TZVPD) for one molecule with the formula CH3IOS2 in a non-equilibrium geometry.

Positions of all 8 atoms, in Å:
C1 -1.9111 -0.0997 -0.2021
O1 -1.3155 1.2181 4.0258
S1 -1.8421 0.6767 2.7820
S2 -0.7978 -0.8395 1.0557
I1 -3.4247 -0.8613 3.5191
H1 -2.0484 0.9493 0.2463
H2 -1.7015 -0.1002 -1.2581
H3 -2.9820 -0.4855 0.0475

Values from the calculation:
- Strongest force on any atom: 4.7 eV/Å
- Relative energy (zero: lowest compared OMol25 entry of this formula, charge and spin): 38.9 kcal per mole
- HOMO level (alpha / beta): -9.09 / -9.09 eV

Atom charges from the Löwdin analysis, given in e for atoms 1 to 4: C -0.544; O -0.628; S 0.197; S 0.398

***

No. 18
Density functional theory data (ωB97M-V/def2-TZVPD) for CH3IOS2 as an isolated structure in a non-equilibrium geometry.

Positions of all 8 atoms, in Å:
C1 -0.2057 0.6619 -0.5142
O1 1.9658 -0.4798 0.4763
S1 -0.5405 -2.8392 -0.4756
S2 0.5408 -0.4791 0.7267
I1 -2.2693 0.7905 -0.0206
H1 0.2496 1.6453 -0.4594
H2 -0.0998 0.2250 -1.5027
H3 0.3591 0.4754 1.7696

Values from the calculation:
- Strongest force on any atom: 1.9 eV/Å
- Relative energy (zero: lowest compared OMol25 entry of this formula, charge and spin): 90.0 kcal per mole
- HOMO level (alpha / beta): -9.69 / -9.65 eV

Atom charges from the Löwdin analysis, given in e for atoms 1 to 4: C -0.889; O -0.557; S 0.097; S 0.543

***

No. 19
Density functional theory data (ωB97M-V/def2-TZVPD) for one molecule with the formula CH3IOS2 in a non-equilibrium geometry.

Positions of all 8 atoms, in Å:
O1 -2.5170 -0.6293 -0.4772
S1 -1.3006 0.2022 -0.3080
S2 -0.7432 1.3142 -1.8045
C1 0.2474 -0.6344 -0.1916
I1 -0.0524 -1.4562 2.3122
H1 -1.1421 0.9911 1.0069
H2 0.3166 -1.5867 -0.6601
H3 1.0273 0.1846 -0.0136

Values from the calculation:
- Strongest force on any atom: 4.2 eV/Å
- Relative energy (zero: lowest compared OMol25 entry of this formula, charge and spin): 70.8 kcal per mole
- HOMO level: -9.52 eV
- SMILES string: O=[S@H](=S)CI

Atom charges from the Löwdin analysis, given in e for atoms 1 to 4: O -0.453; S 0.170; S 0.278; C -0.498

***

No. 20
Density functional theory data (ωB97M-V/def2-TZVPD) for one molecule with the formula CH3IOS2 in a non-equilibrium geometry.

Positions of all 8 atoms, in Å:
C1 0.5520 -0.7066 0.2407
O1 -1.9630 0.2595 -0.0094
S1 0.0034 1.0298 -2.1680
S2 -0.4852 0.5345 -0.3935
I1 -0.2212 -1.0649 2.1478
H1 0.5954 -1.4819 -0.4679
H2 1.5786 -0.4040 0.3932
H3 -0.0600 1.8336 0.2572

Values from the calculation:
- Strongest force on any atom: 5.6 eV/Å
- Relative energy (zero: lowest compared OMol25 entry of this formula, charge and spin): 51.0 kcal per mole
- HOMO level: -9.52 eV

Atom charges from the Löwdin analysis, given in e for atoms 1 to 4: C -0.889; O -0.557; S 0.231; S 0.173